Entry P
Computed, not measured: a single C6H14N2 molecule, with ωB97M-V/def2-TZVPD.

Computed properties:
Structure (SMILES): CC/C(=C\N)CCN
Kohn-Sham gap: 0.3183 Ha
E_HOMO: -7.65 eV
Charge: 0

Last columns: bonded neighbours and bond lengths (Å).
Cartesian coordinates (Å):
1 C -0.86 -0.62 -1.94  C2 1.536, N8 1.453, H9 1.106, H10 1.099
2 C 0.46 -0.39 -1.18  C1 1.536, C3 1.528, H11 1.094, H12 1.100
3 C 0.17 0.03 0.26  C2 1.528, C4 1.359, C6 1.479
4 C 0.03 -0.99 1.15  C3 1.359, N5 1.379, H13 1.080
5 N -0.31 -0.84 2.48  C4 1.379, H14 0.999, H15 1.007
6 C 0.12 1.47 0.56  C3 1.479, C7 1.525, H16 1.090, H17 1.101
7 C 1.53 2.05 0.67  C6 1.525, H18 1.102, H19 1.089, H20 1.091
8 N -1.35 -1.96 -1.68  C1 1.453, H21 1.008, H22 1.006
9 H -1.52 0.20 -1.58  C1 1.106
10 H -0.89 -0.46 -3.02  C1 1.099
11 H 1.13 -1.24 -1.32  C2 1.094
12 H 1.02 0.43 -1.64  C2 1.100
13 H 0.28 -1.98 0.80  C4 1.080
14 H -0.57 0.04 2.87  N5 0.999
15 H -0.85 -1.60 2.87  N5 1.007
16 H -0.52 1.97 -0.17  C6 1.090
17 H -0.29 1.56 1.58  C6 1.101
18 H 1.49 3.05 1.14  C7 1.102
19 H 1.99 2.38 -0.26  C7 1.089
20 H 2.28 1.41 1.12  C7 1.091
21 H -1.03 -2.36 -0.81  N8 1.008
22 H -2.32 -2.15 -1.90  N8 1.006

For reference, the Löwdin charges in units of e are: C -0.29; C -0.17; C -0.29; C -0.17; N 0.05; C -0.22; C -0.10; N -0.01; H 0.10; H 0.10; H 0.11; H 0.11; H 0.11; H 0.07; H 0.08; H 0.11; H 0.10; H 0.07; H 0.06; H 0.08; H 0.04; H 0.06

***

Entry Q
Computed, not measured: a single C6H14N2 molecule, with ωB97M-V/def2-TZVPD.

Computed properties:
Structure (SMILES): CN/C=C/C[C@H](C)N
Kohn-Sham gap: 0.3466 Ha
E_HOMO: -8.31 eV
Charge: 0

Last columns: bonded neighbours and bond lengths (Å).
Cartesian coordinates (Å):
1 C -1.66 -0.59 0.69  C2 1.554, H9 1.092, H10 1.083, H11 1.090
2 C -1.30 -0.97 -0.78  C1 1.554, C3 1.548, N8 1.458, H12 1.098
3 C 0.20 -1.18 -1.06  C2 1.548, C4 1.503, H13 1.096, H14 1.095
4 C 1.18 -0.30 -0.34  C3 1.503, C5 1.326, H15 1.087
5 C 1.15 1.01 -0.19  C4 1.326, N6 1.415, H16 1.094
6 N 1.95 1.82 0.65  C5 1.415, C7 1.494, H17 1.014
7 C 1.15 2.42 1.76  N6 1.494, H18 1.085, H19 1.092, H20 1.100
8 N -2.19 -2.08 -1.12  C2 1.458, H21 1.016, H22 1.006
9 H -2.72 -0.32 0.72  C1 1.092
10 H -1.22 0.35 0.98  C1 1.083
11 H -1.47 -1.40 1.39  C1 1.090
12 H -1.72 -0.10 -1.30  C2 1.098
13 H 0.33 -1.10 -2.15  C3 1.096
14 H 0.33 -2.24 -0.81  C3 1.095
15 H 1.92 -0.90 0.19  C4 1.087
16 H 0.61 1.69 -0.86  C5 1.094
17 H 2.70 1.33 1.11  N6 1.014
18 H 1.82 3.10 2.28  C7 1.085
19 H 0.57 1.68 2.31  C7 1.092
20 H 0.37 3.01 1.25  C7 1.100
21 H -2.46 -2.70 -0.36  N8 1.016
22 H -1.88 -2.54 -1.96  N8 1.006

For reference, the Löwdin charges in units of e are: C -0.07; C -0.46; C -0.17; C -0.11; C -0.20; N -0.11; C -0.11; N 0.02; H 0.08; H 0.04; H 0.08; H 0.13; H 0.11; H 0.11; H 0.10; H 0.13; H 0.10; H 0.07; H 0.07; H 0.07; H 0.07; H 0.06

***

Which of them is most stable, and which least? Most stable: entry P; least stable: entry Q.